[1]
Density functional theory data (ωB97M-V/def2-TZVPD) for a 2-piece molecular cluster, C18H25F5N5O2 overall at a distorted geometry.

```
55
Properties=species:S:1:pos:R:3:forces:R:3
C -3.0144 -4.4944 -2.5519 0.52 0.75 -0.09
C -1.6129 -3.8262 -3.1597 -1.00 -0.27 0.39
C -1.3818 -2.4280 -2.3117 1.00 -1.07 -0.25
C 0.1863 -1.8789 -2.5007 -1.95 1.24 0.45
N 1.1779 -2.9901 -2.1034 1.69 1.96 1.93
C 1.7678 -2.6233 -0.7587 0.13 -0.46 2.07
N 2.6628 -1.4046 -0.7155 -1.90 -4.93 7.58
C 3.0186 -1.3506 0.7797 0.37 0.67 -0.71
C 3.9708 -0.0947 1.2324 0.54 -0.24 1.02
C 3.1376 0.8767 2.2570 -0.63 0.15 0.29
C 1.7084 1.4355 1.6805 -0.91 0.46 1.58
N 1.7688 2.8326 1.0802 -0.63 -1.56 0.45
N 2.4428 -2.4125 1.6923 -0.21 2.02 -7.60
C 1.6093 -3.2761 0.7375 1.07 2.21 -3.58
C 0.6848 -4.5837 1.1263 -1.68 2.33 -1.09
F -0.4857 -4.0356 1.9062 3.51 -1.88 -2.25
F 0.1426 -5.1355 -0.1456 1.97 1.53 4.55
C 1.4293 -5.6884 2.0822 -0.89 -3.72 1.36
F 2.0255 -6.7756 1.2193 -1.69 4.30 3.31
F 0.3617 -6.3779 2.8976 3.98 2.52 -2.84
F 2.3976 -5.1261 3.0532 -3.17 -1.76 -3.74
H -3.6272 -3.5925 -2.1093 0.93 -1.92 -0.93
H -3.6257 -5.0051 -3.4116 1.18 0.84 1.91
H -2.7696 -5.2231 -1.6654 -0.57 1.31 -1.86
H -1.7723 -3.6702 -4.3116 0.44 0.06 2.26
H -0.7250 -4.5799 -3.0317 -1.65 1.63 -0.11
H -2.1693 -1.6168 -2.6288 1.69 -1.52 0.62
H -1.5472 -2.7082 -1.1630 0.42 0.76 -2.44
H 0.2760 -0.9400 -1.7746 0.02 -1.90 -1.53
H 0.3780 -1.4718 -3.5849 -0.29 -1.16 2.04
H 2.0065 -2.9716 -2.7691 -1.38 -0.16 1.04
H 2.9314 -0.7611 -1.4922 -0.23 -0.64 1.21
H 4.4437 0.5049 0.3194 -1.51 -1.56 1.70
H 4.9119 -0.5009 1.8443 -2.12 0.59 -1.41
H 3.7748 1.8137 2.6085 -1.11 -2.12 -0.96
H 2.9150 0.2524 3.2357 0.46 1.21 -1.99
H 1.1616 0.7262 0.9268 1.28 1.13 1.29
H 0.9830 1.5255 2.6244 1.50 -0.68 -1.78
H 0.7505 3.0632 0.8722 2.25 0.03 0.55
H 2.1611 3.4955 1.7917 -0.99 -0.75 -0.93
H 2.5946 -2.4972 2.7253 -0.14 0.19 -1.45
C -4.2659 6.7050 -0.4339 0.12 -0.05 0.04
C -4.2345 6.1787 0.8585 0.35 -0.03 -0.20
C -3.0534 5.6308 1.3625 0.02 0.01 -0.03
C -1.9030 5.6193 0.5617 -0.84 0.37 -0.32
C -1.9337 6.1401 -0.7388 -0.01 0.00 0.01
C -3.1215 6.6828 -1.2329 0.04 -0.17 0.37
N -0.6516 5.0679 1.0950 0.67 -0.12 0.36
O -0.6698 4.5994 2.2430 0.17 0.53 -1.56
O 0.3520 5.1060 0.3688 -1.40 0.08 1.02
H -5.1877 7.1363 -0.8205 0.20 -0.10 0.08
H -5.1309 6.1983 1.4746 0.24 -0.03 -0.10
H -3.0453 5.2246 2.3716 0.20 0.08 -0.28
H -1.0496 6.1331 -1.3729 -0.12 -0.07 0.33
H -3.1547 7.0923 -2.2401 0.07 -0.10 0.22
```
Positions in Å, forces in eV/Å.

## Properties
M, g mol⁻¹: 438.4
Frontier orbital gap, eV: 7.41
Total energy, Eh: -1623.76860
Charge: +1

Partial charges, Löwdin, in e:
1. C -0.138
2. C -0.257
3. C -0.194
4. C -0.206
5. N -0.023
6. C -0.081
7. N 0.162
8. C -0.059
9. C -0.124
10. C -0.188
11. C -0.284
12. N -0.050
13. N 0.160
14. C 0.053
15. C -0.131
16. F 0.001
17. F 0.032
18. C -0.127
19. F 0.038
20. F 0.034
21. F 0.045
22. H 0.074
23. H 0.081
24. H 0.078
25. H 0.109
26. H 0.097
27. H 0.124
28. H 0.119
29. H 0.113
30. H 0.134
31. H 0.134
32. H 0.179
33. H 0.142
34. H 0.139
35. H 0.137
36. H 0.114
37. H 0.107
38. H 0.125
39. H 0.051
40. H 0.079
41. H 0.176
42. C -0.064
43. C -0.060
44. C 0.001
45. C -0.143
46. C 0.001
47. C -0.061
48. N -0.319
49. O 0.054
50. O 0.040
51. H 0.112
52. H 0.112
53. H 0.120
54. H 0.119
55. H 0.112

=====

[2]
Density functional theory data (ωB97M-V/def2-TZVPD) for C18H25F6GeN2OPPb as an isolated structure at a distorted geometry.

```
55
Properties=species:S:1:pos:R:3:forces:R:3
Pb 13.4260 11.2995 8.1327 0.03 0.66 -0.67
C 15.5373 11.2858 7.4323 1.18 -0.14 0.03
H 16.0155 11.9794 6.7312 -0.61 0.14 0.02
H 16.3752 10.6643 7.8040 -0.78 -0.04 0.09
Ge 10.7128 7.3724 8.4634 1.91 0.54 0.15
C 11.5074 8.0930 6.8286 -0.66 -0.58 -0.41
C 11.2470 9.4275 6.5683 -0.44 0.67 0.29
C 11.7889 10.0923 5.4751 0.55 -0.83 -0.05
C 12.6089 9.3907 4.6031 0.65 -0.52 -0.21
C 12.9104 8.0228 4.8508 -1.06 0.97 -1.16
C 12.2706 7.3757 5.9072 0.95 0.04 0.16
C 8.9517 7.9800 8.7710 -0.17 0.41 1.58
C 8.4957 8.3799 10.0562 -0.09 -0.32 0.04
C 7.2407 9.0100 10.1483 1.66 -0.45 2.06
C 6.5009 9.2571 9.0316 -0.77 0.66 -0.41
C 6.9449 8.8817 7.7800 0.57 -0.31 0.85
C 8.1850 8.2556 7.6647 -1.18 0.36 -0.35
H 11.3974 6.0780 8.9340 -0.45 0.05 -0.09
H 10.5698 9.9745 7.2215 0.11 -0.01 0.04
H 11.6197 11.1308 5.2929 -0.39 0.48 -0.08
H 12.9955 9.9298 3.7169 -0.07 -0.61 0.62
H 13.4554 7.4815 4.0649 -0.05 0.12 0.72
H 12.4565 6.3186 6.0576 -0.04 -0.02 -0.01
H 9.0878 8.2004 10.9956 -0.58 0.18 -1.22
H 6.9185 9.3103 11.1680 0.02 -0.14 -0.96
H 5.5858 9.8285 9.1373 -0.12 -0.23 -0.10
H 6.3090 9.0772 6.9581 -0.25 0.12 -0.95
H 8.5246 8.0113 6.6852 0.31 -0.26 -0.63
F 13.6247 7.6297 11.0617 -0.25 0.90 -0.27
P 13.2853 9.1853 11.0887 -1.08 -1.47 -1.32
F 11.6628 8.5762 9.5164 0.03 -0.10 -0.20
F 11.9542 8.8892 11.8477 0.36 0.40 0.20
F 12.7806 10.6812 10.7610 -0.09 -0.58 0.51
F 14.1762 9.3431 9.7326 -0.26 -0.35 0.86
F 14.2280 9.5465 12.2010 1.03 0.61 0.79
C 13.8344 15.2825 9.9593 0.56 1.09 0.34
N 12.9482 15.6355 8.8796 0.05 0.30 0.02
C 12.4610 16.9945 8.8405 0.35 0.63 1.88
C 12.6655 14.7456 7.9293 0.25 -0.47 -0.41
O 13.4187 13.7642 7.7180 0.16 -0.50 0.08
N 11.5724 14.9550 7.1503 -1.27 0.69 -0.08
C 11.4929 14.1920 5.9208 1.58 -1.17 0.14
C 10.2923 15.2940 7.7582 -0.51 -0.49 1.00
H 14.8064 15.8369 9.8926 -0.75 -0.48 0.00
H 14.0204 14.2281 9.9146 0.16 -0.40 0.23
H 13.3343 15.5789 10.8925 0.30 -0.27 -0.06
H 13.2249 17.6893 9.2605 -0.18 -0.65 -0.44
H 11.6128 17.1124 9.5481 0.12 0.13 -0.79
H 12.2767 17.2855 7.8302 -0.55 0.24 -0.49
H 12.4922 14.3400 5.4639 -0.77 -0.30 -0.31
H 10.6907 14.4559 5.2253 0.14 0.32 0.53
H 11.4298 13.1029 6.1828 -0.24 0.70 -0.43
H 10.3657 15.6399 8.7914 0.39 -0.37 -0.12
H 9.6147 14.4218 7.7759 0.35 0.12 -0.10
H 9.7547 16.0894 7.2898 -0.08 0.55 -0.90
```
Positions in Å, forces in eV/Å.

## Properties
Energy relative to the best compared isomer or geometry (same formula, charge and spin), kJ/mol: 85.9
M, g mol⁻¹: 710.2
Frontier orbital gap (spin up / spin down), eV: 8.51 / 7.76
Total energy, Eh: -4095.83690
Charge: +1
Multiplicity: 2

Partial charges, Löwdin, in e:
1. Pb 1.425
2. C -0.223
3. H -0.044
4. H -0.039
5. Ge 1.045
6. C -0.312
7. C -0.217
8. C -0.145
9. C -0.062
10. C -0.051
11. C -0.093
12. C -0.332
13. C -0.073
14. C -0.085
15. C -0.089
16. C -0.057
17. C -0.126
18. H 0.005
19. H 0.099
20. H 0.076
21. H 0.122
22. H 0.116
23. H 0.104
24. H 0.121
25. H 0.123
26. H 0.114
27. H 0.100
28. H 0.095
29. F -0.088
30. P 0.331
31. F -0.377
32. F -0.070
33. F -0.217
34. F -0.221
35. F 0.016
36. C -0.019
37. N -0.137
38. C -0.040
39. C -0.518
40. O -0.181
41. N -0.136
42. C -0.037
43. C -0.044
44. H 0.118
45. H 0.069
46. H 0.104
47. H 0.109
48. H 0.100
49. H 0.094
50. H 0.109
51. H 0.105
52. H 0.066
53. H 0.079
54. H 0.103
55. H 0.086

=====

[3]
Density functional theory data (ωB97M-V/def2-TZVPD) for C18H25IN5O2Pd as an isolated structure.

```
52
Properties=species:S:1:pos:R:3:forces:R:3
Pd -0.7876 0.2336 0.0584 -0.27 0.53 0.50
N -0.2710 0.3963 2.3516 0.15 -0.20 -0.20
C -1.5943 0.0396 2.9130 0.00 0.02 0.04
C -2.0735 -1.2401 2.2660 0.00 -0.05 0.00
N -2.0951 -1.1586 0.7650 0.03 -0.02 -0.11
C -3.4291 -0.9351 0.1181 -0.02 -0.03 0.04
C -3.7253 0.5381 0.0651 0.03 0.06 0.04
N -2.5618 1.2049 -0.5962 0.05 -0.15 -0.34
H 0.0076 1.3213 2.6646 -0.01 0.03 -0.06
H 0.4449 -0.2386 2.6935 -0.02 0.00 0.05
H -1.5651 -0.1053 3.9952 0.02 0.02 0.00
H -2.2779 0.8654 2.7191 0.01 0.01 -0.01
H -1.3847 -2.0462 2.5257 -0.02 -0.02 0.00
H -3.0607 -1.5288 2.6290 -0.01 0.03 0.01
H -1.7603 -2.0524 0.4141 0.03 0.01 -0.01
H -3.3599 -1.3333 -0.8956 0.00 -0.03 0.01
H -4.2027 -1.4937 0.6468 -0.01 0.02 0.01
H -4.6471 0.7353 -0.4825 0.00 -0.01 0.00
H -3.8338 0.9622 1.0618 0.00 0.01 0.00
H -2.6447 1.1286 -1.6085 -0.10 0.02 0.00
H -2.5717 2.2005 -0.3863 0.08 0.00 0.00
C -0.4149 -4.4184 -1.2344 0.00 -0.11 -0.04
C 0.9606 -4.1748 -0.7611 -0.03 0.04 -0.11
N 1.8032 -5.1443 -0.6609 -0.22 0.08 0.01
C 3.0256 -4.8764 -0.1458 0.22 -0.13 0.08
C 3.5048 -3.6601 0.3730 0.05 0.04 0.03
C 4.9210 -3.6163 0.9282 -0.03 -0.08 0.03
O 4.9954 -2.8216 2.0915 -0.08 -0.02 0.03
C 2.7145 -2.5330 0.2248 0.00 0.01 0.00
C 3.2342 -1.2244 0.5239 0.03 -0.21 -0.05
N 2.6149 -0.1449 0.1780 -0.02 0.20 -0.04
C 3.2051 1.0895 0.3894 0.04 -0.08 -0.03
C 4.4746 1.2943 0.9711 -0.04 0.00 0.01
C 4.9906 2.5629 1.1231 -0.02 0.06 -0.02
C 4.2626 3.6702 0.6986 -0.02 -0.01 -0.01
C 3.0062 3.5090 0.1108 0.07 0.01 0.06
C 2.5051 2.2367 -0.0375 -0.05 0.04 0.06
I 0.6887 2.0995 -1.0721 0.01 -0.20 -0.01
C 1.3406 -2.7486 -0.3466 0.45 -0.14 -0.15
O 0.5229 -1.8736 -0.4781 -0.42 0.09 0.15
H -0.4493 -5.3684 -1.7634 -0.02 0.00 0.01
H -0.7724 -3.6081 -1.8678 -0.01 0.02 0.00
H -1.0829 -4.5061 -0.3681 -0.01 0.01 0.01
H 3.6947 -5.7341 -0.1624 0.07 0.06 -0.01
H 5.5807 -3.1878 0.1676 0.01 0.02 0.02
H 5.2678 -4.6347 1.1059 0.01 0.00 -0.01
H 5.0701 -3.3744 2.8771 0.09 -0.01 -0.01
H 4.1961 -1.2227 1.0224 0.01 0.02 -0.03
H 5.0724 0.4572 1.3032 -0.02 -0.01 0.01
H 5.9671 2.6950 1.5681 0.00 0.01 0.00
H 4.6675 4.6668 0.8159 0.00 0.00 0.00
H 2.4526 4.3756 -0.2237 0.01 0.01 0.00
```
Positions in Å, forces in eV/Å.

## Properties
Energy relative to the best compared isomer or geometry (same formula, charge and spin), kJ/mol: 107.8
M, g mol⁻¹: 576.8
Frontier orbital gap (spin up / spin down), eV: 4.77 / 5.22
Total energy, Eh: -1549.66527
Charge: +3

Partial charges, Löwdin, in e:
1. Pd 0.635
2. N -0.010
3. C -0.215
4. C -0.142
5. N -0.148
6. C -0.148
7. C -0.174
8. N -0.045
9. H 0.102
10. H 0.096
11. H 0.139
12. H 0.115
13. H 0.133
14. H 0.142
15. H 0.104
16. H 0.137
17. H 0.145
18. H 0.146
19. H 0.123
20. H 0.112
21. H 0.104
22. C 0.022
23. C -0.164
24. N 0.185
25. C 0.089
26. C -0.083
27. C -0.168
28. O -0.039
29. C 0.015
30. C -0.034
31. N 0.119
32. C -0.299
33. C 0.034
34. C -0.008
35. C 0.011
36. C -0.115
37. C -0.562
38. I 1.240
39. C -0.191
40. O 0.073
41. H 0.117
42. H 0.100
43. H 0.115
44. H 0.159
45. H 0.152
46. H 0.142
47. H 0.123
48. H 0.108
49. H 0.123
50. H 0.135
51. H 0.138
52. H 0.112